(1)
Below is C8H23LiNO6 as an isolated structure, with properties calculated with ωB97M-V/def2-TZVPD.

Structure (XYZ):
```
39
Properties=species:S:1:pos:R:3:nbo_charge:R:1
Li 0.969 -1.136 1.277 0.222
O 5.588 -1.401 -0.343 -0.697
C 6.741 -0.595 -0.107 -0.116
C 8.190 -1.209 0.123 -0.080
O 8.423 -2.600 0.151 -0.801
H 6.570 -0.104 0.851 0.141
H 6.597 0.169 -0.870 0.115
H 8.578 -0.822 1.065 0.100
H 8.757 -0.754 -0.689 0.124
C -3.581 3.326 -2.099 -0.257
O -4.305 2.594 -1.015 -0.578
C -3.775 2.774 0.305 -0.096
C -2.356 2.071 0.363 -0.266
N -2.317 0.652 -0.105 -0.622
C -3.400 -0.120 0.462 -0.244
C -3.118 -1.654 0.240 -0.068
O -1.790 -2.053 0.639 -0.554
C -1.354 -3.148 -0.056 -0.257
H -3.826 2.822 -3.034 0.197
H -2.528 3.276 -1.821 0.182
H -3.957 4.346 -2.167 0.175
H -4.479 2.441 1.068 0.193
H -3.804 3.847 0.495 0.175
H -2.118 2.139 1.425 0.194
H -1.462 2.546 -0.042 0.214
H -2.331 0.657 -1.115 0.364
H -4.327 0.171 -0.033 0.188
H -3.576 -0.005 1.531 0.191
H -3.266 -1.647 -0.840 0.163
H -3.847 -2.310 0.715 0.177
H -2.012 -4.011 -0.155 0.167
H -0.391 -3.545 0.268 0.192
H -1.166 -2.771 -1.061 0.169
O 1.589 -1.289 5.212 -0.941
H 2.463 -0.951 5.408 0.473
H 1.287 -1.667 6.037 0.463
O 0.854 -0.250 -4.202 -0.946
H 1.412 -0.443 -3.448 0.480
H 1.066 0.654 -4.432 0.464
```

Calculated values
Total charge: -1
Lowest unoccupied orbital energy, eV: 1.27
Kohn-Sham gap, eV: 2.39



(2)
Below is C8H23N2O3Tl as an isolated structure, with properties calculated with ωB97M-V/def2-TZVPD.

Structure (XYZ):
```
37
Properties=species:S:1:pos:R:3:nbo_charge:R:1
Tl -0.659 -1.050 0.311 0.948
O -3.253 -2.135 -0.227 -0.414
H -2.983 -3.055 -0.040 0.437
C 1.599 -4.349 2.528 -0.614
C 2.042 -2.846 2.452 -0.056
C 3.466 -2.675 2.965 -0.135
O 3.946 -1.384 2.563 -0.147
C 4.507 -0.526 3.616 -0.283
N 1.857 -2.316 1.150 -0.810
H 2.228 -4.826 1.776 0.218
H 0.556 -4.489 2.244 0.249
H 1.835 -4.835 3.475 0.258
H 1.415 -2.165 3.028 0.216
H 4.072 -3.433 2.468 0.298
H 3.479 -2.970 4.015 0.261
H 4.890 0.406 3.200 0.265
H 5.180 -0.943 4.365 0.276
H 3.585 -0.291 4.148 0.262
H 2.565 -1.613 1.304 0.376
H 2.356 -3.024 0.632 0.378
C -1.139 1.634 -3.239 -0.660
C -1.825 2.156 -2.056 -0.067
C -3.003 3.131 -2.441 -0.142
O -2.585 4.203 -3.236 -0.014
C -3.679 5.016 -3.658 -0.333
N -2.186 1.022 -1.192 -0.856
H -0.456 0.829 -2.968 0.234
H -0.562 2.461 -3.652 0.252
H -1.690 1.190 -4.068 0.244
H -1.183 2.858 -1.523 0.204
H -3.287 3.593 -1.495 0.285
H -3.850 2.593 -2.868 0.248
H -3.297 5.866 -4.223 0.278
H -4.075 5.626 -2.847 0.306
H -4.448 4.415 -4.143 0.269
H -2.743 1.388 -0.432 0.384
H -2.674 0.536 -1.930 0.385
```

Calculated values
Expectation value of S²: 1.76
2S+1: 2
Total charge: +3
Lowest unoccupied orbital energy (spin up / spin down), eV: -13.66 / -13.37
Kohn-Sham gap (spin up / spin down), eV: 5.32 / 5.59



(3)
Below is C8H23N6O6Zn as an isolated structure, with properties calculated with ωB97M-V/def2-TZVPD.

Structure (XYZ):
```
44
Properties=species:S:1:pos:R:3:nbo_charge:R:1
Zn -0.825 -0.556 -0.577 1.712
C -0.454 3.057 -1.413 -0.638
C 0.631 1.980 -1.493 0.098
C 2.009 2.607 -1.538 -0.619
O 0.445 1.011 -0.491 -1.063
H -0.318 3.775 -0.603 0.180
H -1.421 2.562 -1.309 0.236
H -0.552 3.632 -2.341 0.181
H 0.466 1.385 -2.403 0.143
H 2.042 3.245 -2.429 0.187
H 2.829 1.912 -1.730 0.198
H 2.207 3.208 -0.648 0.181
O -2.477 0.160 0.455 -1.046
C -3.494 -0.073 -0.517 -0.089
C -3.307 -1.230 -1.548 -0.092
O -2.000 -1.244 -2.125 -1.046
H -3.669 0.899 -0.996 0.123
H -4.408 -0.280 0.063 0.114
H -4.019 -1.062 -2.370 0.121
H -3.459 -2.259 -1.195 0.116
C 1.686 -2.645 -1.679 0.779
O 0.922 -1.718 -1.483 -0.637
N 2.757 -2.886 -0.862 -0.872
N 1.739 -3.411 -2.803 -0.853
H 3.525 -3.417 -1.219 0.378
H 2.811 -2.398 0.016 0.415
H 1.006 -3.216 -3.469 0.423
H 2.298 -4.237 -2.825 0.380
C 0.101 2.791 2.949 0.767
O -0.038 3.214 4.105 -0.731
N 0.904 3.382 2.018 -0.866
N -0.579 1.753 2.432 -0.833
H 1.374 4.223 2.295 0.388
H 0.855 3.069 1.063 0.412
H -1.175 1.195 3.010 0.392
H -0.378 1.501 1.471 0.444
C 0.175 -2.181 2.103 0.800
O -0.214 -1.623 1.091 -0.696
N 1.001 -3.269 2.068 -0.853
N -0.333 -1.868 3.321 -0.841
H 1.198 -3.702 2.951 0.378
H 1.261 -3.693 1.198 0.415
H -1.198 -1.353 3.303 0.432
H 0.076 -2.241 4.156 0.381
```

Calculated values
Total charge: -1
Lowest unoccupied orbital energy, eV: 2.20
Kohn-Sham gap, eV: 5.76



(4)
Below is C8H24BrMnNO7 as an isolated structure, with properties calculated with ωB97M-V/def2-TZVPD.

Structure (XYZ):
```
42
Properties=species:S:1:pos:R:3:nbo_charge:R:1
Mn -0.343 0.933 0.103 1.443
Br -1.343 3.269 0.761 -0.759
N 0.716 -2.278 -0.547 0.733
O 0.961 -2.944 0.468 -0.471
O 0.496 -1.016 -0.424 -0.690
O 0.617 -2.783 -1.673 -0.471
C -0.941 -2.109 2.923 -0.628
C -0.236 -0.774 2.755 -0.075
O -1.055 0.171 2.057 -0.774
H -1.256 -2.553 1.978 0.223
H -1.846 -1.986 3.527 0.193
H -0.307 -2.835 3.432 0.230
H 0.705 -0.876 2.217 0.214
H 0.025 -0.401 3.754 0.165
H -1.822 0.386 2.599 0.507
C 3.064 1.691 2.785 -0.627
C 1.883 2.205 1.950 -0.062
O 1.636 1.378 0.803 -0.768
H 2.785 0.731 3.218 0.213
H 3.248 2.428 3.562 0.223
H 3.910 1.564 2.109 0.202
H 2.116 3.218 1.610 0.179
H 0.970 2.253 2.536 0.208
H 2.408 1.393 0.227 0.495
C 0.746 0.499 -4.033 -0.628
C 1.361 0.973 -2.717 -0.075
O 0.355 1.554 -1.874 -0.770
H 1.516 0.247 -4.761 0.221
H 0.090 1.288 -4.410 0.195
H 0.148 -0.400 -3.882 0.229
H 2.143 1.707 -2.924 0.164
H 1.835 0.106 -2.260 0.212
H 0.140 2.398 -2.290 0.499
C -2.734 -1.737 -2.079 -0.645
C -2.889 -0.866 -0.841 -0.062
O -2.157 0.373 -1.044 -0.768
H -3.192 -1.285 -2.961 0.196
H -3.192 -2.714 -1.901 0.223
H -1.673 -1.911 -2.264 0.245
H -2.446 -1.394 0.000 0.191
H -3.934 -0.640 -0.628 0.175
H -2.508 0.738 -1.862 0.493
```

Calculated values
Expectation value of S²: 8.75
2S+1: 6
Lowest unoccupied orbital energy (spin up / spin down), eV: 0.33 / 0.33
Kohn-Sham gap (spin up / spin down), eV: 8.94 / 9.07



(5)
Below is C8H24Cl2MnO10P2 as an isolated structure, with properties calculated with ωB97M-V/def2-TZVPD.

Structure (XYZ):
```
47
Properties=species:S:1:pos:R:3:nbo_charge:R:1
Mn -0.432 -0.886 1.414 1.414
Cl -1.621 -2.474 -0.179 -0.815
Cl 0.714 0.957 2.737 -0.815
C 1.858 -3.048 -2.516 -0.262
O 1.517 -1.662 -2.431 -0.783
P 2.034 -0.762 -1.172 2.605
O 1.201 -0.793 0.083 -1.125
O 3.625 -1.141 -1.017 -0.805
C 4.611 -1.038 -1.946 -0.241
O 2.101 0.719 -1.775 -0.821
C 1.901 1.954 -1.108 -0.257
H 1.730 -3.664 -1.626 0.207
H 2.864 -3.273 -2.872 0.174
H 1.340 -3.407 -3.406 0.209
H 4.193 -0.478 -2.782 0.182
H 4.972 -1.933 -2.452 0.177
H 5.485 -0.533 -1.534 0.192
H 1.496 1.886 -0.098 0.220
H 1.177 2.550 -1.663 0.196
H 2.803 2.559 -1.011 0.185
C -4.113 3.370 -0.932 -0.262
O -3.739 2.271 -0.156 -0.783
P -2.195 1.817 -0.277 2.604
O -1.680 0.713 0.577 -1.138
O -1.932 1.479 -1.906 -0.830
C -1.980 0.249 -2.630 -0.254
O -1.398 3.182 -0.081 -0.823
C -1.071 3.556 1.297 -0.268
H -3.771 4.322 -0.526 0.187
H -5.199 3.285 -0.924 0.199
H -3.805 3.350 -1.978 0.196
H -2.286 0.480 -3.650 0.182
H -2.579 -0.520 -2.143 0.219
H -1.057 -0.321 -2.735 0.196
H 0.006 3.453 1.433 0.222
H -1.557 2.967 2.076 0.212
H -1.430 4.542 1.591 0.186
C -0.810 -1.912 4.175 -0.091
C 0.166 -3.016 3.609 -0.084
O 0.705 -2.491 2.352 -0.742
O -1.686 -1.446 3.102 -0.766
H -0.376 -1.024 4.634 0.222
H -1.379 -2.374 4.982 0.181
H -0.384 -3.955 3.549 0.189
H 0.985 -3.160 4.314 0.187
H 1.616 -2.790 2.313 0.505
H -2.621 -1.560 3.287 0.515
```

Calculated values
Expectation value of S²: 8.75
2S+1: 6
Lowest unoccupied orbital energy (spin up / spin down), eV: 0.52 / 0.51
Kohn-Sham gap (spin up / spin down), eV: 8.20 / 8.80



(6)
Below is C8H24ClO8Zn as an isolated structure, with properties calculated with ωB97M-V/def2-TZVPD.

Structure (XYZ):
```
42
Properties=species:S:1:pos:R:3:nbo_charge:R:1
Zn 4.325 1.746 -2.332 0.952
Cl 1.980 0.222 -0.630 -0.281
C -0.596 5.565 -1.617 -0.080
C -1.309 6.781 -1.089 -0.088
O -2.504 6.391 -0.425 -0.684
O -0.712 4.475 -0.671 -0.678
H 0.452 5.765 -1.840 0.162
H -1.072 5.230 -2.538 0.171
H -1.565 7.380 -1.962 0.170
H -0.609 7.349 -0.478 0.165
H -2.881 7.220 -0.122 0.471
H -0.087 3.780 -0.888 0.459
C -3.484 1.103 -1.631 -0.079
C -3.083 0.232 -0.425 -0.084
O -2.952 1.008 0.714 -0.665
O -4.189 2.260 -1.357 -0.664
H -3.968 0.466 -2.371 0.172
H -2.559 1.456 -2.087 0.168
H -2.166 -0.344 -0.554 0.162
H -3.923 -0.396 -0.126 0.173
H -2.834 0.444 1.481 0.473
H -5.117 2.117 -1.557 0.475
C -0.130 -4.295 -2.098 -0.101
C 0.681 -4.478 -3.432 -0.086
O 1.435 -5.709 -3.346 -0.692
O 0.695 -4.146 -0.937 -0.688
H -0.893 -5.042 -1.880 0.197
H -0.790 -3.432 -2.190 0.154
H 1.324 -3.598 -3.441 0.152
H -0.073 -4.525 -4.218 0.200
H 2.144 -5.584 -2.711 0.476
H 0.971 -3.236 -1.067 0.453
C 3.579 -1.969 4.378 -0.079
C 3.008 -2.886 5.447 -0.082
O 3.824 -3.997 5.486 -0.681
O 3.770 -2.602 3.145 -0.682
H 4.515 -1.649 4.835 0.173
H 2.924 -1.120 4.177 0.161
H 1.980 -3.122 5.174 0.154
H 2.903 -2.432 6.433 0.168
H 3.522 -4.426 6.290 0.471
H 3.461 -2.002 2.462 0.465
```

Calculated values
Total charge: +1
Lowest unoccupied orbital energy, eV: -9.87
Kohn-Sham gap, eV: 1.89



| no. | largest force on an atom (hartree/bohr) | E_tot (eV) |
| --- | --- | --- |
| 1 | 0.08107 | -22639.990 |
| 2 | 0.06958 | -22448.712 |
| 3 | 0.03957 | -78316.112 |
| 4 | 0.02670 | -125869.579 |
| 5 | 0.08791 | -104109.582 |
| 6 | 0.05902 | -85989.198 |